# 1
C7H15NOS | ωB97M-V/def2-TZVPD

Output
strongest force on any atom: 5.28 eV/Å
energy relative to the best compared isomer or geometry (same formula, charge and spin): 417.5 kJ/mol
LUMO: 0.9 eV
HOMO-LUMO gap: 9.4 eV

The geometry in ORCA input format:
```
! RIJCOSX wB97M-V def2-TZVPD def2/J DEFGRID3
* xyz 0 1
N 2.5656 -1.0600 -0.6867
H -2.1453 2.3078 -0.6482
C -1.7993 0.0881 1.6196
H -1.8184 -1.9766 2.3209
H 1.5205 -1.9271 -2.2941
H 0.2756 2.3578 -1.5376
H -1.1325 0.7677 2.2663
H -2.8630 -1.0437 3.1227
H 3.3478 -2.1661 -2.2699
C 2.4911 -1.4425 -2.1176
C -1.9176 0.5627 0.3944
O 1.4336 -0.9616 1.5033
H 1.3272 1.4455 0.7411
C -2.4702 -1.2106 2.1764
H -0.6695 0.8683 -1.6043
C 1.1033 1.0235 -0.2242
C -0.1099 1.6026 -1.0058
C -1.3498 1.8548 -0.0864
S 1.0917 -0.8057 0.0914
H -2.3920 -0.1392 -0.3198
H 2.7680 -0.7295 -2.8454
H -3.4523 -1.3872 1.5879
H 2.0387 1.1120 -0.7259
H -0.9817 2.5130 0.6160
H 3.1382 -1.6538 -0.0742
*
```

These are the natural (NBO) partial charges, in e, on atoms 1 to 5:
1. N -0.873
2. H 0.211
3. C -0.157
4. H 0.223
5. H 0.193


# 2
C3ClO2 | ωB97M-V/def2-TZVPD

Output
⟨S²⟩: 2.018
strongest force on any atom: 3.30 eV/Å
energy relative to the best compared isomer or geometry (same formula, charge and spin): 0.0 kJ/mol
LUMO (spin up / spin down): 3.9 / 3.5 eV
HOMO-LUMO gap (spin up / spin down): 5.6 / 6.6 eV

The geometry in ORCA input format:
```
! RIJCOSX wB97M-V def2-TZVPD def2/J DEFGRID3
* xyz -1 3
C -0.3879 0.8554 0.9745
O -0.0961 1.7980 1.6327
C -0.3376 -0.1516 0.0373
C 1.0435 -0.1333 -0.5938
O -1.2553 -0.9602 -0.2663
Cl 1.0334 -1.4083 -1.7843
*
```

These are the natural (NBO) partial charges, in e, on atoms 1 to 5:
1. C 0.547
2. O -0.486
3. C 0.085
4. C -0.459
5. O -0.545


# 3
C78H177FO36 | ωB97M-V/def2-TZVPD

Output
strongest force on any atom: 4.28 eV/Å
LUMO: 0.4 eV
HOMO-LUMO gap: 9.4 eV

The geometry in ORCA input format:
```
! RIJCOSX wB97M-V def2-TZVPD def2/J DEFGRID3
* xyz 0 1
H 12.7738 10.4307 17.9574
O 17.7175 16.9534 29.5406
H 20.6726 20.8219 25.8060
O 19.8045 10.0465 20.0444
H 26.5321 12.9380 24.6770
H 14.8674 21.8169 28.4098
C 26.3663 13.9227 25.0904
H 19.6863 10.9929 23.8462
O 25.3259 14.5307 24.3694
H 19.0858 21.0712 14.7393
C 19.9653 15.7351 15.8534
O 21.4552 17.3963 32.0200
C 11.6380 13.7724 22.5973
O 12.3001 8.0903 19.6232
F 12.1311 14.2235 18.4523
H 14.1508 17.9217 20.2359
H 12.5111 16.5657 28.7329
H 17.4941 12.7411 16.9872
H 21.0195 15.1319 20.0617
C 15.6922 12.0190 25.4294
C 17.7005 10.1507 19.0329
H 22.8329 10.8524 29.5963
H 20.3363 11.9303 30.2868
H 13.6247 15.5761 25.5803
C 17.1602 16.1443 21.6981
H 20.9005 12.2806 17.3711
H 19.4681 19.6868 23.0892
H 21.6137 9.9982 21.0176
H 13.1447 15.3676 22.6353
H 20.7475 12.6471 20.8362
H 15.8568 11.0026 24.9916
C 12.0095 16.9111 25.0225
H 11.5118 19.1379 23.5165
H 15.9540 22.1973 17.8352
C 19.6165 22.4914 23.3353
H 19.4665 17.7305 25.0034
H 16.4431 11.3948 17.0467
C 10.8913 13.0336 21.6989
H 25.3407 10.9975 31.3289
H 16.4054 15.8339 28.2355
H 18.0546 10.8668 26.3716
C 17.5389 11.6712 26.9472
O 16.8276 12.5583 26.0827
C 14.8515 20.3201 26.2767
H 14.1114 15.7367 28.3989
H 13.8453 11.6563 17.8562
H 23.3513 12.9610 25.4425
H 15.6737 22.3643 16.0508
H 21.2689 16.9489 23.8616
H 16.8974 16.6253 17.0865
H 20.9000 17.9873 17.6351
H 25.7360 16.5260 24.5623
H 15.4448 23.2906 27.5404
C 22.2383 16.2490 31.9294
O 17.8963 11.4789 18.5463
C 15.5119 19.6232 25.1221
O 21.2298 20.6867 23.0315
O 14.3950 10.2819 19.2974
C 13.5490 8.1649 20.2531
C 24.5547 15.3131 28.5100
C 18.4298 10.1486 20.3285
H 16.7137 16.5393 23.7130
O 18.3452 21.8638 23.2765
H 14.0343 17.4185 28.8808
C 12.8371 16.1891 26.0871
H 22.4073 15.2627 28.4449
H 19.8558 12.4301 18.7956
H 20.6400 12.9251 28.9745
H 13.5139 17.6917 18.5031
H 13.0447 10.1417 20.8333
C 15.6462 19.6071 22.7777
H 12.8057 6.4158 18.5650
O 13.4411 17.1563 26.9443
H 15.2176 18.5570 22.6820
H 10.1742 12.3079 22.0677
H 10.4116 12.5035 19.6623
H 17.5659 22.8464 24.9163
C 19.8312 12.4878 29.5640
H 20.6553 15.4786 24.5709
C 19.5084 12.0761 23.6206
H 14.0461 15.6309 17.5751
H 27.3148 14.4762 25.0616
H 11.6187 6.2024 19.9893
H 19.9603 20.8105 27.4860
H 20.3616 19.4529 13.5683
H 20.8904 18.7278 23.3072
H 15.0934 19.7122 27.2123
H 11.1759 6.8599 18.4164
H 17.0620 17.2329 21.5139
C 18.5510 12.5101 27.7186
H 20.3574 21.7430 21.5146
H 23.2493 10.3273 27.1926
O 20.7416 16.3084 14.7618
H 26.4850 16.5862 30.2896
C 17.4922 15.9645 23.1552
O 15.3318 21.5928 26.3795
O 15.0673 20.1884 23.9095
C 14.3567 17.7284 19.1765
C 21.4316 15.8476 23.8969
O 19.3588 12.1944 22.2212
C 22.2150 19.4578 18.4399
H 21.4371 13.3682 18.6436
H 20.9462 16.9385 27.8201
H 18.1018 20.0312 28.7413
H 20.2189 9.8936 22.0724
H 18.0040 9.2780 20.9678
H 23.8836 16.2194 22.9414
H 24.0107 11.9050 31.5439
H 15.5522 11.2286 22.6885
O 15.0733 16.4734 19.1148
C 15.4750 21.8145 16.9465
H 14.9693 18.4288 18.7269
C 25.9201 15.7030 30.3891
H 25.6648 15.6582 31.4337
H 18.1693 9.3635 18.4100
H 19.4262 12.8746 27.1819
H 13.5830 7.6601 21.1958
O 12.8566 17.6107 24.2062
H 12.9673 18.7469 22.5903
C 20.4344 18.7191 14.4539
C 13.5244 16.6641 28.2485
H 13.7523 22.6908 27.2765
H 26.0745 13.8302 26.1219
H 14.4277 19.9636 15.5560
H 16.1714 12.2860 21.4659
C 24.9428 15.8276 24.7446
C 15.8967 18.4206 15.6065
H 21.9613 17.9648 30.1319
C 11.8749 14.0574 19.7671
H 18.0960 13.4130 28.2212
C 13.7960 20.9758 19.9170
C 20.5471 13.0138 18.1122
H 17.5416 23.7006 23.3611
C 15.0818 15.7531 17.9196
C 14.8149 22.3997 27.4444
H 19.5670 18.8536 31.5725
H 21.9938 20.1267 17.6372
H 17.7006 17.4805 25.0618
H 15.8820 19.8558 20.7190
H 16.3838 22.3377 23.7660
H 25.3378 15.7297 27.8017
H 26.4919 14.9073 29.9709
C 21.0193 18.5179 18.6163
H 21.6381 15.1886 17.0599
C 24.9219 11.9461 30.9896
C 17.6246 14.4326 20.2245
H 19.0025 17.2164 13.8823
C 20.7116 21.8349 22.5452
H 11.4523 16.2365 24.4704
H 20.4322 19.3940 21.6586
C 15.8614 16.4486 16.8954
H 17.8544 19.3908 30.3352
H 12.8453 11.6762 19.2495
H 18.8381 17.6510 27.9764
O 18.0208 15.6713 20.7221
H 14.0661 12.8785 24.2506
H 13.7488 20.3372 26.1739
H 18.1885 15.3508 28.3137
C 11.0057 13.1092 20.3076
O 24.7356 11.9420 29.5841
H 19.9094 22.6875 24.4150
H 25.5677 12.7329 31.3220
O 22.4738 20.2665 19.5479
O 19.8712 19.3351 18.7890
H 19.4617 23.4222 22.7872
C 21.5646 18.8563 27.1273
H 23.6170 17.3623 24.2710
H 22.3840 11.5700 25.5158
O 19.4065 19.1103 15.4115
H 15.5484 14.7675 18.0992
H 22.4267 15.9815 32.9937
H 23.2317 16.3681 31.5200
O 23.0302 16.9949 27.6958
H 21.1688 17.8929 19.5400
C 18.6666 16.9771 24.8249
H 16.2172 15.6073 21.5386
H 21.3605 18.7207 14.9830
H 23.0894 18.9196 18.1290
H 11.5993 13.5606 23.6299
H 21.6173 16.7787 26.2719
H 16.5720 14.3423 20.0679
C 23.2038 15.6393 27.8559
H 22.2597 16.2410 19.7025
H 13.7081 22.0113 20.2017
H 11.5213 17.6721 22.5119
H 16.7420 19.5740 22.8627
H 18.2997 18.2864 17.9492
H 20.1738 20.8312 16.1158
C 22.5427 12.5425 25.9988
H 21.6118 19.3343 28.1399
H 18.9637 20.4841 26.1587
H 23.0401 19.0146 21.0957
O 22.7901 12.3092 27.3661
H 21.7274 14.1220 22.7214
C 13.4163 10.9941 18.6102
C 17.3983 22.7399 23.8339
H 19.2134 13.2778 30.0663
H 12.1638 15.5083 26.5926
O 21.9697 15.9205 21.6452
C 15.2995 20.3238 21.4692
H 21.0426 19.8127 31.1902
C 17.3437 15.7323 28.8835
H 19.0877 15.2416 15.4573
C 13.9257 9.6060 20.4538
H 20.2032 15.0107 22.2243
H 20.4147 16.9681 30.2849
H 14.6818 9.6999 21.2633
H 22.3475 19.3365 26.5730
C 23.6207 11.2210 27.6422
H 24.3441 19.4327 20.0378
C 12.1669 18.2983 23.1523
H 16.7623 11.1706 27.5999
C 11.9704 6.8056 19.1529
H 18.1675 11.0276 20.9972
O 15.8425 13.1929 23.1943
H 15.2160 13.9821 24.9611
H 21.5254 22.5383 22.5865
H 15.7850 15.8795 15.8994
H 15.5910 18.1398 14.5673
H 14.2554 7.7084 19.5481
H 21.7464 13.2733 25.9908
C 12.5931 14.9032 20.6472
H 18.5722 12.2755 24.1420
C 22.0131 15.4165 20.3343
H 17.9577 18.9059 19.5743
H 13.3947 15.4932 20.2777
H 21.6710 15.4243 31.4953
C 21.2503 15.1352 22.5783
O 15.9305 20.5210 16.9028
H 14.7028 20.6913 19.3573
C 20.6478 11.8821 21.6105
H 12.8876 20.5941 19.3794
H 16.6469 9.8266 19.2087
C 15.1671 13.0512 24.4339
C 17.9785 17.9577 28.6311
H 14.3959 21.8809 17.2528
H 23.4441 20.6401 21.1507
O 20.3258 19.0004 26.5119
C 12.4513 14.7529 22.0168
O 18.7141 16.6730 23.5022
O 19.9188 14.0703 17.4324
H 18.0670 11.1596 16.4840
C 18.7583 18.5082 18.9425
C 19.2531 20.4746 15.6538
H 18.8385 16.1867 25.5293
C 20.4813 19.5767 22.7290
O 13.9222 20.2861 21.1654
C 15.4988 19.8625 15.6740
H 14.9114 11.9446 26.2045
H 16.0861 20.3335 14.8734
H 22.7081 14.5301 20.3157
H 18.4710 20.6132 16.3987
H 15.5789 21.3745 21.5327
H 14.3552 12.4237 21.9122
O 15.2306 17.7327 16.6242
H 17.1473 14.9131 29.5689
H 19.0025 17.5362 19.4154
H 20.5683 17.2086 12.9672
H 21.5080 11.8869 22.3459
H 16.9980 18.3412 15.6757
H 17.1776 18.2340 27.8809
O 24.6301 15.7731 29.8055
H 24.7604 14.2598 28.4777
H 16.5745 19.7418 25.2899
H 17.8152 13.6546 20.9598
O 22.7041 15.5190 24.4360
H 15.2836 18.5603 25.1214
H 24.2765 9.9518 29.1232
C 19.9923 20.3505 26.4750
C 15.4461 12.1978 22.2475
H 18.2420 14.1346 19.3495
C 20.6457 10.3682 21.1242
H 20.3196 12.7137 24.1104
C 20.8373 14.6839 16.5071
C 21.0152 17.7875 30.7023
O 19.7414 19.4745 29.5821
C 18.3595 19.2192 29.3744
C 20.2888 19.0477 30.8073
C 20.1523 17.3270 13.9893
O 18.9897 11.6854 28.8220
H 21.2074 14.0094 15.7681
C 21.7681 17.3340 27.2147
H 24.6773 15.8329 25.7972
H 19.6474 16.4671 16.5324
H 11.4250 17.6165 25.6550
C 23.4291 19.7891 20.4737
C 17.4923 11.6817 17.2034
H 24.6121 11.3915 27.1830
H 23.0856 15.0825 26.9176
H 17.5327 14.9732 23.6138
C 23.7645 16.2953 24.0163
C 23.8354 10.9334 29.0948
*
```

These are the Mulliken partial charges, in e, on atoms 1 to 5:
1. H 0.352
2. O -0.596
3. H 0.369
4. O -0.397
5. H 0.255


The highest strongest force on any atom belongs to which entry?
C7H15NOS


Number 2 is which compound?
C3ClO2


Which formula does entry 2 have?
C3ClO2